18
Properties=species:S:1:pos:R:3 method="wB97M-V/def2-TZVPD" spin_multiplicity=4 charge=+1 total_energy_ha=-4406.974894 e_above_lowest_kcal_mol=24.2
H -3.7072 -17.5620 29.9040
H -3.9637 -17.1036 32.0200
N -0.0830 -15.2999 32.3675
N -4.6740 -17.3683 29.6606
C 0.9657 -14.9403 31.5544
H -5.4634 -16.4381 32.6197
H 1.9692 -13.3292 30.8839
Br -1.7049 -18.3161 31.2999
N -4.9308 -16.8286 31.8581
N 1.2759 -13.5972 31.5553
O 1.6905 -15.7678 31.0272
H 0.6548 -13.0040 32.0703
Co -0.4546 -18.2307 28.9673
O -6.7039 -16.6985 30.4314
C -5.4666 -16.9976 30.6581
H -5.1250 -17.5843 28.7857
H -0.3272 -16.2732 32.3402
H -0.7076 -14.5911 32.7025

---

91
Properties=species:S:1:pos:R:3 method="wB97M-V/def2-TZVPD" spin_multiplicity=1 charge=+1 total_energy_ha=-3643.500247 e_above_lowest_kcal_mol=31.9
S 2.8410 14.3990 5.3980
H 1.0860 15.1230 2.4370
H 4.2690 20.5380 -0.3250
H 5.5450 17.9430 10.8150
H 5.1340 18.7120 3.9850
H 1.7440 19.6600 11.4530
C 4.1970 21.2950 0.3140
H 2.9890 18.0120 1.3670
C 1.6370 16.0160 2.1780
H 3.5840 23.2060 2.9190
O 3.4220 20.6330 2.7590
O 4.8020 22.9180 7.0970
C 8.9490 17.0080 7.3430
H 7.9200 14.2970 6.1440
S 2.9620 21.2920 1.6160
H 2.1710 24.0160 6.0190
C 2.9760 23.0410 1.9650
C 3.8210 22.6880 -0.4470
C 3.5620 17.1720 0.8830
O 3.8880 15.2320 2.1480
C 6.9210 15.4570 7.7240
H 6.3720 15.0540 5.6750
H 8.4430 18.0760 7.2810
H 3.8880 19.7680 12.1220
C 4.8900 18.6240 10.1350
O 4.2760 16.2580 9.0090
O 4.7530 17.1820 1.6790
H 0.6030 13.4610 5.9750
H 1.5710 22.8550 6.4890
C 4.5410 22.2740 5.9220
H 0.6340 15.0430 6.3250
H 3.7950 17.4060 -0.0110
O 9.4460 15.8300 4.9670
H 6.5160 14.4440 8.2860
C 2.9180 15.7460 1.2760
H 4.0010 25.0480 8.7890
H 4.5730 14.4950 7.0530
H 1.5800 16.5160 3.0850
C 3.6330 24.9050 7.8780
H 2.1430 19.9690 9.7850
O 5.4530 15.9830 3.4010
H 0.7850 13.0530 8.0130
H 5.7880 19.0460 9.3120
H 1.3990 17.6690 9.5590
H 0.6510 16.2750 1.6790
H 3.1570 22.9680 8.4020
C 1.6130 13.6800 7.7380
H 2.6330 22.7010 -0.7490
H 4.1510 20.6980 10.6340
H 3.9710 25.4900 6.9120
H 3.4250 12.7020 8.4620
H 2.1820 17.4500 11.0840
C 2.8610 12.8520 7.5040
H 4.2160 17.9840 4.8720
H 1.9760 14.4620 8.3180
S 8.3810 16.4010 5.7660
H 3.3400 24.6560 0.2260
H 2.6390 25.1210 8.0450
H 2.6330 15.1690 0.5030
O 3.7350 18.3900 7.9980
H 4.7580 13.0420 5.9850
O 1.6670 21.1630 1.0650
O 7.5150 17.4700 5.3260
H 4.9070 23.8850 0.9660
H 4.1760 19.3990 5.0910
C 8.0770 16.1270 8.3810
H 4.5840 22.9420 -1.2040
H 2.3320 11.9390 6.8940
H 8.8760 15.3990 8.8140
C 3.5090 23.4000 7.5060
S 3.8530 17.6050 9.1220
C 3.8910 19.6900 10.9060
H 5.2480 18.6320 5.7930
H 1.8800 23.5210 2.0350
O 3.2260 22.2270 5.5620
H 9.9560 16.9940 7.4960
C 7.3220 15.1090 6.2900
H 7.8980 16.4810 9.2870
C 3.7560 23.6940 0.7710
C 3.9240 13.6220 6.5700
H 5.3230 21.3500 0.7280
O 2.7810 13.5170 4.2460
O 5.4510 21.5370 5.4130
C 2.5060 23.1660 6.3560
C 2.4360 19.2150 10.5320
H 6.1200 16.1610 7.6620
C 1.2790 14.1750 6.3570
O 3.1670 15.8000 5.2780
C 4.7720 16.1100 2.4650
C 2.3170 17.7840 10.0750
N 4.7910 18.6890 4.9330

---

56
Properties=species:S:1:pos:R:3 method="wB97M-V/def2-TZVPD" spin_multiplicity=1 charge=+1 total_energy_ha=-1380.110817 e_above_lowest_kcal_mol=87.7
H -2.1069 1.6902 5.0645
H 6.7174 1.5005 -1.7558
H 7.7498 0.5654 -0.6512
C -0.0317 -1.8788 -0.3813
C -2.9390 3.5024 2.2760
H 1.8971 0.5925 0.5631
H -0.9618 -2.3888 -0.6790
H 0.2243 1.4853 -3.2425
H -3.3850 4.4568 2.0123
F -5.0329 -4.1371 -0.4163
H -2.6708 2.8225 0.2387
C -1.8669 1.0169 3.0234
C -3.2216 -1.0314 -0.9478
C 0.5681 -1.1309 -1.5688
C -1.8165 0.2988 0.6185
H -0.2743 -1.2024 0.4444
H 0.2030 1.0137 0.6836
H -4.6706 -3.1654 1.9635
C -2.8436 -0.7010 0.3925
C -2.0542 1.3021 1.6523
C -4.3871 -2.9537 -0.1533
C -2.2173 1.9302 4.0095
C 1.0670 1.0716 0.0173
C -3.9376 -2.1893 -1.2271
H 0.4037 -0.8956 -3.7110
H -2.9678 -0.3340 -1.7551
C 4.3921 -1.3517 0.3461
C -0.1048 -1.4460 -2.9091
C -4.2218 -2.5812 1.1741
H -1.1693 -1.1882 -2.9053
O 1.9201 -1.7197 -1.7060
H 1.3216 2.1350 -0.1032
C -0.1227 1.3938 -2.2001
C -2.5522 2.5863 1.3005
C 5.7392 -0.9171 0.3379
C -2.7721 3.1413 3.6114
H -4.1866 -2.4640 -2.2452
H 0.6699 -2.6512 -0.0244
C -3.4903 -1.4223 1.4370
C 3.6050 -0.3692 -0.2809
H 6.9496 2.0335 -0.0780
O 2.1034 0.6218 -2.0927
H -3.3758 -1.0620 2.4585
H -1.3313 0.6217 -0.2981
B 2.6015 -0.5507 -1.5166
H -0.0129 -2.5161 -3.1244
C 5.7404 0.3223 -0.2684
H -0.0796 2.3931 -1.7565
H -1.4377 0.0511 3.3014
H 4.0113 -2.2893 0.7268
H 6.6336 -1.4606 0.6408
H -1.1697 1.0788 -2.1981
F -3.2168 4.0025 4.5877
O 4.4642 0.7265 -0.5445
C 6.8329 1.1580 -0.7222
C 0.8139 0.4831 -1.4190

---

9
Properties=species:S:1:pos:R:3 method="wB97M-V/def2-TZVPD" spin_multiplicity=1 total_energy_ha=-1136.288247 e_above_lowest_kcal_mol=30.8
H -0.7432 0.4976 1.3158
Cl 0.4941 -1.5009 2.4167
C -0.4524 0.0053 0.4183
Cl 1.1306 -2.2309 -0.2901
C -0.2796 0.9073 -0.9165
F 0.7810 0.3980 -1.7602
H -0.1050 2.0122 -0.4731
C 0.3926 -0.9439 0.7872
H -1.2182 0.8553 -1.4981

---

20
Properties=species:S:1:pos:R:3 method="wB97M-V/def2-TZVPD" spin_multiplicity=1 total_energy_ha=-746.160136 e_above_lowest_kcal_mol=144.5
C -2.6889 1.7077 0.8224
H 1.0112 -1.3381 -0.7334
H 2.3787 1.2701 0.7300
H 0.1023 -3.6658 0.3140
S -0.2734 0.7772 0.1921
H -1.3546 -2.9367 0.5905
C 1.0872 1.0336 -0.9565
H -0.5003 -2.0462 -1.6426
C 2.3701 1.4483 -0.3312
H 2.4884 2.5229 -0.4670
H 0.1294 -2.2017 1.3533
H 0.7737 1.5761 -1.9572
H -2.2046 2.4245 1.4905
C -0.0706 -1.6258 -0.6816
O -0.9516 -0.4632 -0.6059
H 3.2152 1.1184 -0.9124
O 0.3195 0.3902 1.4275
C -0.3278 -2.5965 0.5138
H -2.8524 1.9154 -0.2056
H -2.6515 0.6896 1.0594

---

11
Properties=species:S:1:pos:R:3 method="wB97M-V/def2-TZVPD" spin_multiplicity=1 total_energy_ha=-686.648665 e_above_lowest_kcal_mol=58.2
N 1.6470 0.1958 -0.8740
H -1.5864 -1.6107 1.0464
N 0.5882 -0.7671 1.0182
F -1.4362 -0.1246 -1.0791
H 1.4661 -1.3931 0.7755
H 1.6377 0.7319 -1.6308
H -1.1827 1.4487 0.3672
C 0.5520 0.1792 -0.0333
H -0.4701 1.6276 -1.3892
S -0.4737 -1.2012 2.2725
C -0.7419 0.9136 -0.4734